{
  "formula": "C9H17N2S",
  "method": "ωB97M-V/def2-TZVPD",
  "relative_energy_ev": 1.492,
  "total_energy_ev": -23415.44785,
  "total_charge": 1,
  "orbital_gap_ev": 8.882,
  "elements": ["C", "C", "C", "C", "C", "C", "C", "C", "C", "N", "N", "S", "H", "H", "H", "H", "H", "H", "H", "H", "H", "H", "H", "H", "H", "H", "H", "H", "H"],
  "positions_angstrom": [[0.742, -0.727, 0.985], [0.240, -0.213, -1.249], [-0.014, 0.507, 1.382], [-1.174, 0.685, 0.413], [1.314, -1.488, 2.096], [0.908, 1.805, 1.403], [-2.341, -0.326, 0.672], [-1.634, 1.408, -1.972], [2.160, -1.622, -2.561], [0.810, -0.997, -0.283], [-0.780, 0.670, -1.011], [0.941, -0.265, -2.773], [-0.661, 0.355, 2.346], [-1.844, 1.529, 0.656], [1.631, -2.482, 1.769], [0.632, -1.688, 2.823], [1.887, -0.863, 2.693], [1.565, 1.942, 0.613], [1.431, 1.789, 2.263], [0.293, 2.576, 1.367], [-1.825, -1.325, 0.638], [-3.285, -0.328, 0.051], [-2.802, -0.201, 1.584], [-2.605, 1.205, -1.603], [-1.248, 1.054, -2.996], [-1.376, 2.536, -1.810], [2.435, -1.859, -3.495], [1.636, -2.437, -2.248], [2.964, -1.240, -1.755]],
  "atomic_forces_ev_per_a": [[-1.326, 1.299, -0.575], [-1.674, 2.176, 0.959], [-1.464, 1.227, 0.356], [-3.158, 0.194, -0.238], [0.331, -1.775, -3.050], [-1.110, -4.384, -0.620], [1.397, -2.432, -2.415], [3.784, 1.091, -0.322], [0.976, 3.943, 4.106], [0.274, -0.739, 1.131], [1.771, -1.865, 1.303], [0.553, -0.364, -1.039], [2.028, 0.341, -1.121], [1.604, 1.007, -0.484], [0.990, 0.473, 0.200], [-2.975, -0.595, 1.735], [2.311, 1.022, 0.593], [1.258, -0.441, -1.786], [1.861, 0.210, 2.948], [-2.834, 3.681, 0.225], [-1.213, 0.397, 0.020], [1.571, 0.218, -0.325], [-0.309, 0.435, 2.616], [-1.344, -0.168, -0.658], [-1.566, 0.729, 1.309], [-0.614, -1.953, -0.579], [1.848, -0.298, -3.414], [-1.319, -2.172, 1.474], [-1.651, -1.257, -2.350]],
  "mulliken_charge": [0.647, 0.461, 0.503, -0.449, -1.680, -1.845, -1.404, -0.742, -0.918, -0.374, 0.164, -0.080, 0.437, 0.404, 0.378, 0.491, 0.417, 0.416, 0.530, 0.559, 0.286, 0.316, 0.511, 0.302, 0.303, 0.294, 0.482, 0.329, 0.261]
}